1.
ORCA calculation (wB97M-V/def2-TZVPD) on a 2-piece molecular cluster, C6H14 overall in a non-equilibrium geometry.

2S+1 = 1
Electronic energy = -6440.243 eV
Kohn-Sham gap = 4.806 eV
Energy relative to the best compared isomer or geometry (same formula, charge and spin) = 211.4 kcal/mol
Charge = 0
HOMO level = -0.23113 Ha
LUMO level = -1.4835 eV

XYZ file:
```
20
Properties=species:S:1:pos:R:3:forces:R:3:nbo_charge:R:1
C -0.09336 2.10599 0.92401 0.9927 3.8411 -1.6645 -0.63
C 0.35196 1.23861 -0.21500 1.6050 -0.1442 -1.7234 -0.40
C -0.71174 0.10092 -0.30878 1.0298 1.3918 1.2214 -0.33
C -0.38873 -0.61207 -1.58792 -6.0979 -1.5274 -1.3622 -0.48
C -0.64964 -0.80085 0.89245 1.5972 -0.7882 -1.7869 -0.15
C 0.56436 -1.72410 1.26592 -1.9272 0.9325 2.1138 -0.68
H 0.80768 2.68584 1.33700 -1.6153 -1.1226 0.0989 0.21
H -0.91997 2.88768 0.66455 1.2817 -1.5959 0.4098 0.20
H -0.46557 1.21814 1.32563 -0.9753 -0.2567 3.5022 0.23
H 1.34218 0.72431 0.17894 -1.7175 0.8602 -1.1242 0.20
H 0.57493 1.71098 -1.25928 -0.3379 -0.6558 1.8532 0.20
H -1.77963 0.48295 -0.43834 1.3536 -0.0782 0.3957 0.24
H -1.01111 -0.26751 -2.50491 1.2051 -0.1235 1.3959 0.23
H -0.64915 -1.64929 -1.48530 0.5690 -1.0737 -0.2362 0.23
H 0.67051 -0.54334 -1.72871 2.8293 0.0695 -0.1236 0.08
H 1.36732 -0.36291 -2.32080 1.1406 0.2298 -0.8860 0.00
H -1.57810 -1.18993 1.13194 -1.7650 -0.7597 0.7541 0.18
H 0.28492 -2.78238 1.39053 -0.4907 0.3765 -0.0584 0.22
H 1.22221 -1.73304 0.46266 1.7579 0.3188 -1.1892 0.21
H 1.06093 -1.49002 2.27540 -0.4351 0.1057 -1.5904 0.23
```
Forces are in eV/Å.

2.
ORCA calculation (wB97M-V/def2-TZVPD) on C14H13BrF6OPr as an isolated structure in a non-equilibrium geometry.

2S+1 = 3
⟨S²⟩ = 2.004
Electronic energy = -117194.848 eV
Kohn-Sham gap (spin up / spin down) = 3.907 / 3.938 eV
Charge = -1
HOMO level (spin up / spin down) = -0.08930 / -0.08932 Ha
LUMO level (spin up / spin down) = 1.4771 / 1.5072 eV

XYZ file:
```
36
Properties=species:S:1:pos:R:3:forces:R:3:mulliken_spin:R:1
C 2.10986 1.16168 -0.50270 -0.3416 0.5512 0.1333 -0.01
C 1.58306 2.48675 -0.48973 0.4983 0.0283 0.2512 0.00
C 1.34663 2.84463 0.88034 -0.0820 0.0189 -0.3330 0.00
H 1.53006 3.16007 -1.35195 -0.0676 -0.3223 0.4080 0.00
C 1.58169 1.68069 1.67590 0.5931 0.2062 0.0610 -0.01
C 2.10975 0.67927 0.82355 -0.0923 0.0658 0.0288 -0.01
H 2.54999 -0.27335 1.14062 -0.6260 0.3795 -0.1697 0.00
H 2.53019 0.64738 -1.37729 -0.5847 0.1737 0.5115 0.00
H 1.08397 3.83956 1.24873 0.1410 -0.1273 -0.0398 0.00
H 1.54953 1.63716 2.76682 -0.0536 -0.0155 -0.3701 0.00
Pr -1.05428 2.01772 0.64863 0.9432 -1.3978 -0.9032 2.04
Br -1.97397 2.01849 -1.94513 -0.1587 0.2724 0.1407 -0.01
C -1.35589 -2.73059 -0.69638 0.6440 0.4353 -0.3171 0.00
C -0.10766 -2.84997 -0.02702 0.2447 -0.0884 -0.3244 0.00
C 0.91428 -2.32155 -0.87304 -1.0401 -0.4263 -0.5424 0.00
H 0.06606 -3.36553 0.92887 -0.1168 0.3346 -0.3854 0.00
C 0.28898 -1.88845 -2.08796 -0.4333 -0.2584 1.0721 0.00
C -1.11755 -2.11277 -1.96233 0.7372 -0.1100 0.5985 0.00
H -1.87369 -1.80370 -2.67506 0.0319 -0.1128 -0.0155 0.00
H -2.31888 -3.05910 -0.31126 0.0912 0.0827 -0.0581 0.00
H 1.98537 -2.40765 -0.70684 -0.1201 0.1704 0.0736 0.00
H 0.80269 -1.45700 -2.94019 -0.0932 0.0347 0.0271 0.00
C -3.39750 -1.10598 2.50694 -0.4789 -0.2229 0.0847 0.00
C -2.49660 0.05713 2.81936 1.2893 0.6639 -0.4460 0.00
O -1.59303 0.29469 1.78218 -1.0033 0.4481 0.9578 0.00
C -3.33121 1.35954 3.06532 -0.1428 0.0754 -0.6041 0.00
F -4.26222 1.24242 4.01972 0.5056 0.3522 -0.5481 0.00
F -2.53156 2.45261 3.36062 -0.6202 -0.7625 -0.2981 0.00
F -3.96523 1.72348 1.87891 0.6259 -0.3183 1.2151 0.00
C -1.63665 -0.26093 4.07440 0.8064 -0.6365 0.1223 0.00
F -2.40865 -0.60088 5.14516 0.5053 0.2660 -0.4678 0.00
F -0.80665 -1.30460 3.80663 -0.9487 0.8203 0.3486 0.00
F -0.82785 0.76537 4.45190 -0.6661 -0.4645 -0.1138 0.00
H -3.91504 -0.90077 1.55866 0.1873 -0.1763 0.3270 0.00
H -4.11840 -1.22976 3.32927 0.1236 -0.2107 -0.3668 0.00
H -2.76313 -1.99564 2.39077 -0.2980 0.2710 -0.0580 0.00
```
Forces are in eV/Å.